No. 1
# C22H25AsF3NO4PSV

A molecular structure, C22H25AsF3NO4PSV (wB97M-V/def2-TZVPD, the Open Molecules 2025 dataset).

Geometry as XYZ:
```
59
C22H25AsF3NO4PSV | the Open Molecules 2025 dataset | wB97M-V/def2-TZVPD
V -0.42243 -1.12030 -0.41980
N 1.81227 -1.15110 -0.72410
C 2.65847 -0.02450 -0.41060
C 4.04227 -0.05300 -0.52710
C 4.78047 1.07410 -0.19890
C 4.14977 2.23560 0.22070
C 2.77367 2.27220 0.33530
C 2.03337 1.13490 0.03940
P 0.22427 1.03300 0.03990
C -0.07093 2.12330 -1.39280
C 0.45857 1.67400 -2.60470
C 0.28917 2.41850 -3.75480
C -0.41143 3.61320 -3.70770
C -0.90123 4.07800 -2.50170
C -0.73023 3.34310 -1.33980
C -0.32333 1.88680 1.53410
C -1.66593 2.24650 1.64340
C -2.11253 2.89110 2.78210
C -1.23093 3.16950 3.81520
C 0.09267 2.77080 3.72660
C 0.54847 2.11870 2.59580
H 2.00307 -1.92430 -0.07590
H 2.01747 -1.50330 -1.66600
H 4.54607 -0.94240 -0.87790
H 5.85587 1.04630 -0.27920
H 4.73267 3.11000 0.45710
H 2.26767 3.17040 0.65390
H 1.00517 0.73660 -2.63400
H 0.68937 2.06460 -4.69130
H -0.57323 4.17970 -4.61070
H -1.42963 5.01680 -2.46480
H -1.10203 3.72470 -0.39900
H -2.34713 1.99700 0.84040
H -3.14953 3.17260 2.87040
H -1.57693 3.68400 4.69700
H 0.77467 2.95860 4.54030
H 1.57377 1.78370 2.53290
F -2.69443 -1.31010 -4.04890
C -2.08363 -0.74000 -3.02770
F -2.14803 0.58260 -3.15640
F -0.76443 -1.07390 -3.09250
S -2.71243 -1.25350 -1.34280
O -4.12533 -1.33030 -1.38200
O -1.99593 -2.48960 -1.12500
O -2.14323 -0.18250 -0.52300
C 0.34217 -5.64530 0.87830
As -0.70413 -4.00380 1.05880
C -0.75263 -3.42470 2.92430
C -2.52233 -4.54420 0.63470
O 0.21797 -2.91040 0.22590
H -0.06333 -6.46790 1.46580
H 1.36997 -5.43980 1.18830
H 0.34597 -5.91070 -0.18420
H -1.37443 -4.08690 3.52420
H -1.16563 -2.41120 2.92250
H 0.25737 -3.39950 3.33530
H -2.81753 -5.27500 1.38960
H -2.54083 -4.99330 -0.35740
H -3.20703 -3.69950 0.64850
```

## Properties
Total charge: +1
Relative energy (zero: lowest compared OMol25 entry of this formula, charge and spin) in kJ/mol: 148.2
LUMO (spin up / spin down) in Eh: -0.092 / -0.090
Highest occupied orbital energy (spin up / spin down) in hartree: -0.38559 / -0.36369
Multiplicity: 2
HOMO-LUMO gap (spin up / spin down) in eV: 8.0 / 7.5

Löwdin population analysis, charges in e, atoms 1 to 5: V 0.648; N -0.009; C -0.299; C -0.015; C -0.056

---

No. 2
# C22H25AsIN4S2Zn

A molecular structure, C22H25AsIN4S2Zn (wB97M-V/def2-TZVPD, the Open Molecules 2025 dataset).

Geometry as XYZ:
```
56
C22H25AsIN4S2Zn | the Open Molecules 2025 dataset | wB97M-V/def2-TZVPD
Zn -0.09942 -0.30996 0.40392
C 4.48364 1.57890 -1.82160
S 3.07046 2.66791 -1.57169
C 1.88844 1.69146 -0.74953
S 2.13274 0.00728 -0.44634
N 0.84786 2.44451 -0.42389
N -0.17153 1.73179 0.10658
C -1.16498 2.33599 0.62666
C -2.27499 1.50119 1.13800
C -3.38851 2.06603 1.73531
C -4.40930 1.23558 2.17139
C -4.29287 -0.13230 1.99248
C -3.14391 -0.62054 1.39270
N -2.15520 0.16995 0.98307
H 5.36378 2.21824 -1.83000
H 4.56510 0.86504 -1.00731
H 4.40101 1.05039 -2.76792
H -1.20864 3.42037 0.67626
H -3.45002 3.14045 1.84785
H -5.29048 1.65409 2.63940
H -5.07335 -0.81195 2.30346
H -3.00636 -1.68305 1.22707
C -0.48184 -0.06913 4.37269
As 0.74355 -0.21531 2.87277
C 2.00042 -1.51137 3.56535
C 1.69484 1.49652 3.01011
C 2.53503 1.63237 4.24388
C 2.01535 2.19270 5.40782
C 2.79229 2.29405 6.55464
C 4.10264 1.83726 6.54883
C 4.63309 1.28412 5.39021
C 3.85376 1.18268 4.24797
H 0.07486 0.15947 5.28068
H -1.01654 -1.00915 4.50436
H -1.20680 0.72205 4.17975
H 2.42871 -1.13898 4.49381
H 2.79294 -1.69001 2.84074
H 1.47220 -2.44473 3.75607
H 0.90947 2.25444 2.98054
H 2.28491 1.59361 2.09942
H 0.99802 2.56861 5.41292
H 2.37597 2.73787 7.44952
H 4.71230 1.92284 7.43841
H 5.65833 0.93715 5.37446
H 4.27528 0.75854 3.34288
I -0.79523 -1.31698 -2.70472
C -0.45024 -2.78168 -1.27196
C -0.35596 -4.11296 -1.64228
C -0.22675 -5.06153 -0.64377
C -0.20501 -4.65707 0.68321
C -0.28000 -3.30924 0.95930
N -0.38785 -2.37673 -0.00155
H -0.38953 -4.39188 -2.68497
H -0.15282 -6.11025 -0.90062
H -0.12388 -5.37226 1.48929
H -0.24499 -2.93881 1.97523
```

## Properties
Total charge: +1
Relative energy (zero: lowest compared OMol25 entry of this formula, charge and spin) in kJ/mol: 13.9
LUMO in Eh: -0.125
Highest occupied orbital energy in hartree: -0.39187
Multiplicity: 1
HOMO-LUMO gap in eV: 7.3

Löwdin population analysis, charges in e, atoms 1 to 5: Zn 0.263; C -0.412; S 0.895; C -1.090; S 0.562

---

The highest relative energy (zero: lowest compared OMol25 entry of this formula, charge and spin) belongs to which entry?
C22H25AsF3NO4PSV

---

Repeat the first record exactly.
# C22H25AsF3NO4PSV

A molecular structure, C22H25AsF3NO4PSV (wB97M-V/def2-TZVPD, the Open Molecules 2025 dataset).

Geometry as XYZ:
```
59
C22H25AsF3NO4PSV | the Open Molecules 2025 dataset | wB97M-V/def2-TZVPD
V -0.42243 -1.12030 -0.41980
N 1.81227 -1.15110 -0.72410
C 2.65847 -0.02450 -0.41060
C 4.04227 -0.05300 -0.52710
C 4.78047 1.07410 -0.19890
C 4.14977 2.23560 0.22070
C 2.77367 2.27220 0.33530
C 2.03337 1.13490 0.03940
P 0.22427 1.03300 0.03990
C -0.07093 2.12330 -1.39280
C 0.45857 1.67400 -2.60470
C 0.28917 2.41850 -3.75480
C -0.41143 3.61320 -3.70770
C -0.90123 4.07800 -2.50170
C -0.73023 3.34310 -1.33980
C -0.32333 1.88680 1.53410
C -1.66593 2.24650 1.64340
C -2.11253 2.89110 2.78210
C -1.23093 3.16950 3.81520
C 0.09267 2.77080 3.72660
C 0.54847 2.11870 2.59580
H 2.00307 -1.92430 -0.07590
H 2.01747 -1.50330 -1.66600
H 4.54607 -0.94240 -0.87790
H 5.85587 1.04630 -0.27920
H 4.73267 3.11000 0.45710
H 2.26767 3.17040 0.65390
H 1.00517 0.73660 -2.63400
H 0.68937 2.06460 -4.69130
H -0.57323 4.17970 -4.61070
H -1.42963 5.01680 -2.46480
H -1.10203 3.72470 -0.39900
H -2.34713 1.99700 0.84040
H -3.14953 3.17260 2.87040
H -1.57693 3.68400 4.69700
H 0.77467 2.95860 4.54030
H 1.57377 1.78370 2.53290
F -2.69443 -1.31010 -4.04890
C -2.08363 -0.74000 -3.02770
F -2.14803 0.58260 -3.15640
F -0.76443 -1.07390 -3.09250
S -2.71243 -1.25350 -1.34280
O -4.12533 -1.33030 -1.38200
O -1.99593 -2.48960 -1.12500
O -2.14323 -0.18250 -0.52300
C 0.34217 -5.64530 0.87830
As -0.70413 -4.00380 1.05880
C -0.75263 -3.42470 2.92430
C -2.52233 -4.54420 0.63470
O 0.21797 -2.91040 0.22590
H -0.06333 -6.46790 1.46580
H 1.36997 -5.43980 1.18830
H 0.34597 -5.91070 -0.18420
H -1.37443 -4.08690 3.52420
H -1.16563 -2.41120 2.92250
H 0.25737 -3.39950 3.33530
H -2.81753 -5.27500 1.38960
H -2.54083 -4.99330 -0.35740
H -3.20703 -3.69950 0.64850
```

## Properties
Total charge: +1
Relative energy (zero: lowest compared OMol25 entry of this formula, charge and spin) in kJ/mol: 148.2
LUMO (spin up / spin down) in Eh: -0.092 / -0.090
Highest occupied orbital energy (spin up / spin down) in hartree: -0.38559 / -0.36369
Multiplicity: 2
HOMO-LUMO gap (spin up / spin down) in eV: 8.0 / 7.5

Löwdin population analysis, charges in e, atoms 1 to 5: V 0.648; N -0.009; C -0.299; C -0.015; C -0.056